78
Properties=species:S:1:pos:R:3:forces:R:3:lowdin_charge:R:1 method="wB97M-V/def2-TZVPD" lumo_energy_ev="-2.91 / -3.82" s_squared=3.8926 multiplicity=4 de_lowest_kj_mol=164.30 total_charge=+1 homo_ev="-9.6 / -10.3"
V 0.5679 -0.2462 0.1091 -0.2 0.1 0.3 0.109
O 2.0487 0.8916 -0.5916 0.1 0.0 0.2 -0.730
N 1.1780 3.1131 0.5913 0.0 0.2 0.1 -0.294
C 1.9044 4.1282 1.2373 -0.1 -0.1 0.0 -0.127
C 1.2887 5.1399 1.8825 0.0 0.0 0.0 -0.054
C -0.1282 5.2120 1.9018 0.0 0.0 0.0 -0.039
C -0.8420 4.3264 1.1245 -0.1 0.1 0.0 -0.010
C -0.2085 3.3192 0.4074 0.0 0.0 -0.1 -0.180
S -1.3324 -0.2276 0.9196 -0.1 -0.2 0.0 0.182
H 2.9762 3.9992 1.2102 0.0 0.0 0.0 0.113
H 1.8930 5.8905 2.3711 0.0 0.0 0.0 0.118
H -0.6353 5.9924 2.4489 0.0 0.0 0.0 0.114
H -1.9061 4.4708 1.0039 0.0 0.0 0.0 0.108
C -3.1989 2.4838 0.0597 0.0 0.0 0.0 -0.027
N -2.1136 2.3468 -0.9022 -0.1 0.0 -0.1 -0.061
C -2.2469 1.6962 -2.1138 -0.1 0.0 0.0 -0.016
C -1.0216 1.5995 -2.6654 0.1 0.0 0.0 -0.028
N -0.1504 2.1979 -1.7829 0.0 0.0 0.0 0.140
C -0.8201 2.6388 -0.7017 0.1 0.0 0.1 -0.238
S 1.9066 1.5742 0.8517 0.3 0.0 -0.3 0.929
H -3.9568 1.7474 -0.1891 0.0 0.0 0.0 0.100
H -3.6318 3.4818 0.0137 0.0 0.0 0.0 0.100
H -2.8204 2.2635 1.0554 0.0 0.0 0.0 0.069
H -3.2012 1.3390 -2.4572 0.0 0.0 0.0 0.139
H -0.6942 1.1555 -3.5871 0.0 0.0 0.0 0.126
H 0.8595 2.2178 -1.8572 -0.1 0.0 0.0 0.148
C -0.2470 -3.6406 0.0314 -0.1 -0.1 -0.1 -0.413
C 0.8694 -3.8833 1.0341 0.1 0.0 0.1 -0.437
As 0.8433 -5.6483 1.9420 0.0 0.0 0.0 1.307
C -1.0213 -5.6817 2.5141 0.0 0.1 0.0 -0.425
C -1.7057 -6.8919 2.5927 0.0 0.0 0.0 -0.135
C -2.9985 -6.9423 3.0936 0.0 0.0 0.0 -0.079
C -3.6208 -5.7837 3.5362 0.0 0.0 0.0 -0.085
C -2.9399 -4.5764 3.4833 0.0 0.0 0.0 -0.082
C -1.6475 -4.5267 2.9782 0.0 0.0 0.0 -0.124
C 0.7379 -6.6964 0.2947 0.0 0.0 0.0 -0.420
C 1.9557 -7.0918 -0.2539 0.0 0.0 -0.1 -0.130
C 2.0010 -7.7748 -1.4623 0.0 0.0 0.0 -0.097
C 0.8243 -8.0839 -2.1284 0.0 0.0 0.0 -0.092
C -0.3963 -7.7089 -1.5822 0.0 0.0 0.0 -0.080
C -0.4391 -7.0183 -0.3785 0.0 0.0 0.0 -0.131
P 0.2020 -2.3260 -1.1435 0.0 -0.1 -0.1 0.953
C 1.5607 -3.0566 -2.0893 0.0 0.0 0.0 -0.375
C 2.7928 -2.4122 -2.1390 0.0 0.0 0.0 -0.090
C 3.8568 -2.9906 -2.8208 0.0 0.0 0.0 -0.068
C 3.6892 -4.2141 -3.4491 0.0 0.0 0.0 -0.063
C 2.4605 -4.8645 -3.3995 0.0 0.0 0.0 -0.066
C 1.3990 -4.2895 -2.7240 0.0 0.0 0.0 -0.074
C -1.1689 -2.2177 -2.3302 0.1 0.0 -0.1 -0.358
C -2.4806 -2.4960 -1.9604 0.0 0.1 0.0 -0.085
C -3.5109 -2.3412 -2.8788 0.0 0.0 0.0 -0.071
C -3.2402 -1.9058 -4.1676 0.0 0.0 0.0 -0.078
C -1.9317 -1.6281 -4.5439 0.0 0.0 0.0 -0.082
C -0.9016 -1.7829 -3.6293 0.0 -0.1 0.0 -0.111
H -1.1635 -3.3408 0.5346 0.0 0.0 0.1 0.050
H -0.4618 -4.5367 -0.5545 0.0 0.0 0.0 0.064
H 0.8811 -3.1113 1.8085 0.0 0.0 0.0 0.050
H 1.8498 -3.8629 0.5501 0.0 0.0 0.0 0.054
H -1.2333 -7.8086 2.2573 0.0 0.0 0.0 0.104
H -3.5183 -7.8905 3.1428 0.0 0.0 0.0 0.107
H -4.6281 -5.8238 3.9299 0.0 0.0 0.0 0.104
H -3.4111 -3.6688 3.8394 0.0 0.0 0.0 0.104
H -1.1325 -3.5724 2.9624 0.0 0.0 0.0 0.093
H 2.8815 -6.8698 0.2654 0.0 0.0 0.0 0.094
H 2.9556 -8.0764 -1.8746 0.0 0.0 0.0 0.107
H 0.8549 -8.6311 -3.0622 0.0 0.0 0.0 0.106
H -1.3194 -7.9612 -2.0893 0.0 0.0 0.0 0.106
H -1.3989 -6.7413 0.0435 0.0 0.0 -0.1 0.096
H 2.9271 -1.4527 -1.6509 0.0 0.0 0.0 0.083
H 4.8126 -2.4847 -2.8555 0.0 0.0 0.0 0.109
H 4.5172 -4.6671 -3.9785 0.0 0.0 0.0 0.110
H 2.3322 -5.8246 -3.8823 0.0 0.0 0.0 0.107
H 0.4476 -4.8086 -2.6851 0.0 0.0 0.0 0.112
H -2.7125 -2.8261 -0.9555 0.0 0.0 0.0 0.101
H -4.5268 -2.5702 -2.5836 0.0 0.0 0.0 0.110
H -4.0444 -1.7963 -4.8838 0.0 0.0 0.0 0.108
H -1.7122 -1.3089 -5.5548 0.0 0.0 0.0 0.109
H 0.1216 -1.5924 -3.9365 0.0 0.0 0.0 0.110